Record 1
This record from the Open Molecules 2025 dataset describes a single C4H9NS2 molecule. The level of theory is the ωB97M-V functional and the def2-TZVPD basis.

Results
relative energy (zero: lowest compared OMol25 entry of this formula, charge and spin) = 57.7 kJ/mol
HOMO = -8.4 eV
molar mass = 135.257 g/mol
gap between HOMO and LUMO = 8.49 eV
SMILES = CSC(=S)[C@H](C)N

Last column: natural (NBO) charge in e.
Element x y z (Å)
C 2.59989 -0.60792 0.23724  -0.7532
S 0.89098 -1.15785 0.09711  0.3077
C -0.00109 0.34026 -0.15534  -0.2977
S 0.54545 1.86187 -0.24195  -0.0019
C -1.52656 0.10659 -0.23965  -0.1304
C -2.09339 0.14035 1.20215  -0.6056
N -1.92810 -1.10715 -0.87623  -0.8357
H 2.83578 0.12124 -0.54887  0.2465
H 3.16846 -1.54583 0.09518  0.2334
H 2.78798 -0.15481 1.22566  0.2341
H -2.02309 0.87655 -0.85571  0.2222
H -1.64098 -0.70619 1.78613  0.2062
H -3.15373 -0.03825 1.24702  0.2240
H -1.91505 1.13646 1.64471  0.2223
H -1.78831 -1.10550 -1.86913  0.3653
H -1.63021 -1.97367 -0.54039  0.3628

***

Record 2
This record from the Open Molecules 2025 dataset describes a 10-piece molecular cluster, H20O10 overall. The level of theory is the ωB97M-V functional and the def2-TZVPD basis.

Results
relative energy (zero: lowest compared OMol25 entry of this formula, charge and spin) = 337.4 kJ/mol
HOMO = -9.6 eV
molar mass = 180.150 g/mol
gap between HOMO and LUMO = 9.11 eV
SMILES = O.O.O.O.O.O.O.O.O.O

Last column: natural (NBO) charge in e.
Element x y z (Å)
O 0.36040 -0.41100 0.21777  -0.9726
H -0.19560 0.25800 -0.21123  0.4745
H 1.10440 0.08300 0.53977  0.5075
O -1.60560 1.47400 -0.22823  -0.9692
H -1.72560 0.84500 0.45277  0.5003
H -2.47660 1.76100 -0.47323  0.4730
O -2.62360 -0.83200 1.10177  -0.9364
H -3.41060 -0.94500 1.57777  0.4814
H -2.90760 -1.16800 0.26177  0.4919
O -0.82660 -1.83800 2.73477  -0.9815
H -1.23060 -2.25900 3.51377  0.4787
H -1.46260 -1.40400 2.15677  0.4930
O 1.03540 -0.53900 -3.01623  -0.9558
H 0.29840 -0.09400 -2.59923  0.4823
H 1.81340 -0.00400 -2.80623  0.4631
O 1.90240 -1.22400 2.47877  -0.9898
H 0.92140 -1.25900 2.50577  0.5125
H 2.26440 -0.34700 2.69777  0.4592
O 0.86140 2.91200 -1.80823  -0.9292
H 0.01640 3.18100 -2.16923  0.4538
H 0.65040 2.20800 -1.20823  0.4752
O -1.11760 1.05500 -2.97923  -0.9323
H -1.96460 1.10200 -2.47823  0.4710
H -0.98660 1.90600 -3.34723  0.4706
O 0.65040 -3.04400 0.02677  -0.9766
H 0.44640 -2.07100 0.12877  0.4913
H 1.08540 -3.08000 -0.78023  0.4547
O 2.65840 1.16600 1.22177  -0.9578
H 3.32640 0.54100 1.34677  0.4804
H 3.13840 2.02700 1.14177  0.4869

***

Record 3
This record from the Open Molecules 2025 dataset describes a single C15H27NO3S molecule. The level of theory is the ωB97M-V functional and the def2-TZVPD basis.

Results
relative energy (zero: lowest compared OMol25 entry of this formula, charge and spin) = 97.8 kJ/mol
HOMO = -9.9 eV
molar mass = 301.452 g/mol
gap between HOMO and LUMO = 10.33 eV
SMILES = CCCC[C@H]1CC[C@@H](C(=O)N[C@H]2CCS(=O)(=O)C2)CC1

Last column: natural (NBO) charge in e.
Element x y z (Å)
C 4.96205 -2.45129 4.77731  -0.6018
C 3.73191 -1.72197 4.27990  -0.3949
C 3.92149 -1.30880 2.78187  -0.3949
C 2.95485 -0.14806 2.41087  -0.3843
C 1.44318 -0.48458 2.42137  -0.2141
C 0.68346 0.87032 2.36921  -0.4026
C -0.80686 0.64204 2.23547  -0.3772
C -1.21203 -0.15388 1.02235  -0.3153
C -0.96965 0.42513 -0.33068  0.6883
O -0.56445 1.59855 -0.42545  -0.6398
N -1.39687 -0.26104 -1.42470  -0.6259
C -1.44973 0.37002 -2.72441  -0.0508
C -0.01492 0.44645 -3.33534  -0.4190
C -0.17277 0.55613 -4.88348  -0.6445
S -1.56066 -0.55746 -5.22845  2.0965
O -2.59707 -0.02157 -6.16616  -0.9282
O -1.14489 -1.93122 -5.53056  -0.9297
C -2.31554 -0.55535 -3.58774  -0.6723
C -0.50814 -1.50622 1.06911  -0.3838
C 1.03142 -1.37120 1.21574  -0.4096
H 5.25951 -3.31475 4.14301  0.2031
H 4.78736 -2.74596 5.78969  0.2062
H 5.79702 -1.76177 4.78744  0.1988
H 3.53690 -0.82293 4.91031  0.1955
H 2.85888 -2.38081 4.36352  0.1940
H 3.80281 -2.16099 2.10628  0.1983
H 4.94557 -0.92204 2.65738  0.1986
H 3.23357 0.21805 1.42179  0.2010
H 3.06715 0.67308 3.12905  0.1996
H 1.12532 -0.97128 3.35994  0.1941
H 0.86598 1.42609 3.31711  0.2056
H 1.05533 1.48942 1.54124  0.2227
H -1.30247 1.59077 2.22594  0.2213
H -1.17870 0.11451 3.12677  0.1989
H -2.27287 -0.25866 1.10306  0.2242
H -1.99484 -1.04893 -1.27310  0.3973
H -1.92949 1.38012 -2.59765  0.2272
H 0.57705 1.26051 -2.86865  0.2589
H 0.50245 -0.47697 -3.08870  0.2234
H -0.43135 1.53609 -5.26044  0.2521
H 0.69592 0.18855 -5.37256  0.2583
H -3.34079 -0.17678 -3.66159  0.2643
H -2.34460 -1.59172 -3.24412  0.2462
H -0.90267 -2.01454 1.99816  0.2028
H -0.77544 -2.09773 0.17297  0.2022
H 1.51481 -2.35523 1.28066  0.2148
H 1.40172 -0.87102 0.32471  0.1945

***

Record 4
This record from the Open Molecules 2025 dataset describes C23H38N7OP2Ti as an isolated structure. The level of theory is the ωB97M-V functional and the def2-TZVPD basis.

Results
charge = +3
relative energy (zero: lowest compared OMol25 entry of this formula, charge and spin) = 138.7 kJ/mol
HOMO = -16.9 eV
molar mass = 538.420 g/mol
gap between HOMO and LUMO = 6.61 eV

Last column: Mulliken charge in e.
Element x y z (Å)
Ti -3.23745 -9.94125 -12.69098  -1.1687
C -3.47925 -13.29292 -14.43580  -1.4843
P -2.32395 -11.89566 -13.94728  1.4677
C -2.20804 -10.81509 -15.34589  -0.3833
N -2.34899 -11.63061 -16.41832  0.0022
C -2.96116 -11.08924 -17.48223  -0.1198
C -3.29206 -11.89275 -18.64046  -0.7721
C -4.03713 -11.30409 -19.63082  -0.5135
C -4.37626 -9.91182 -19.60354  -0.6069
C -3.97578 -9.15360 -18.56996  -0.2726
C -3.31824 -9.72528 -17.44706  0.5002
N -3.03571 -8.88218 -16.40625  -0.1691
C -2.28350 -9.40375 -15.43314  0.2460
P -1.99371 -8.35752 -13.96738  1.7199
C -3.39127 -7.20424 -14.15483  -1.3837
C -0.45448 -7.35744 -14.35429  1.5153
C 0.77735 -8.28188 -14.40386  -1.5179
C -0.18987 -6.31098 -13.24490  -1.7421
C -0.61312 -6.65064 -15.70876  -1.4809
C -0.62695 -12.89679 -13.95033  1.6242
C 0.51510 -11.82448 -13.99471  -1.7180
C -0.48267 -13.83023 -15.18397  -1.4651
C -0.52214 -13.64509 -12.62196  -1.5344
H -3.11298 -13.76942 -15.33327  0.4575
H -4.48725 -12.84868 -14.72967  0.3046
H -3.59281 -13.99124 -13.64896  0.4235
H -3.03824 -12.94591 -18.47141  0.4590
H -4.28124 -11.88877 -20.55550  0.3947
H -4.96232 -9.47969 -20.46345  0.4273
H -4.16742 -8.07834 -18.54594  0.6026
H -3.20544 -6.28075 -14.67897  0.3546
H -3.64305 -6.89170 -13.13216  0.4806
H -4.28468 -7.79251 -14.49510  0.3749
H 0.95191 -8.87288 -13.49226  0.3268
H 1.70701 -7.69580 -14.53334  0.5658
H 0.66447 -8.97617 -15.27867  0.3233
H -0.06288 -6.73864 -12.20994  0.3098
H -1.01639 -5.64394 -13.26359  0.4727
H 0.74825 -5.74765 -13.41747  0.4536
H -0.98895 -7.33252 -16.51636  0.2326
H 0.43248 -6.31841 -16.01118  0.4714
H -1.19807 -5.71666 -15.69732  0.4191
H 0.63474 -11.32962 -14.94926  0.3312
H 1.48053 -12.39570 -13.95551  0.5674
H 0.48597 -11.02902 -13.26983  0.2215
H -0.59961 -13.31964 -16.16449  0.2654
H -1.23261 -14.61801 -15.14314  0.4089
H 0.53725 -14.31099 -15.24102  0.4436
H -0.35017 -13.00499 -11.74170  0.3288
H 0.32853 -14.35332 -12.67914  0.4577
H -1.43171 -14.22694 -12.37854  0.3401
N -4.53766 -8.90347 -8.97438  -0.3307
C -3.77477 -9.11426 -10.00742  0.5345
O -4.18602 -8.90002 -11.21064  -0.5373
C -2.34284 -9.59965 -9.82718  -0.5959
C -2.15155 -10.56582 -10.96860  -0.9276
H -5.56893 -8.73012 -9.01714  0.3100
H -4.30483 -9.36952 -8.07845  0.2881
H -2.33687 -10.04841 -8.83266  0.5393
H -1.70250 -8.66925 -9.82343  0.2449
H -2.59084 -11.51197 -10.85153  0.7334
H -1.06974 -10.69743 -11.27645  0.2544
N -8.49725 -10.12713 -16.52504  -0.3294
C -7.35112 -9.69001 -15.90533  0.6577
N -6.68052 -8.57558 -16.36038  -0.2622
N -7.02627 -10.36722 -14.80308  -0.6156
C -5.93519 -10.30520 -14.15810  0.6144
N -4.90530 -10.35321 -13.57581  -0.1902
H -8.75262 -9.71400 -17.40199  0.2246
H -8.99195 -10.92501 -16.14981  0.2629
H -6.85999 -8.10598 -17.24181  0.2897
H -5.83254 -8.42186 -15.86609  -0.1270